Entry 1:
{
  "formula": "C5H12S",
  "method": "the ωB97M-V functional and the def2-TZVPD basis",
  "species": ["H", "H", "C", "C", "H", "H", "H", "C", "H", "C", "H", "C", "H", "H", "H", "H", "H", "S"],
  "coordinates": [[2.727, 0.208, -1.019], [-2.068, 1.097, -0.308], [2.279, 0.483, 0.033], [-2.628, -0.409, 1.058], [1.250, -1.124, -2.891], [-2.317, -1.447, 1.379], [0.844, 1.619, -1.066], [-1.870, 0.172, 0.167], [0.463, 1.464, 0.733], [0.768, 0.973, -0.099], [2.880, 1.093, 0.661], [0.124, -1.459, 1.080], [1.063, -0.971, -2.175], [-0.037, -0.959, 1.985], [0.825, -2.180, 0.941], [-3.542, -0.062, 1.506], [2.054, -0.527, 0.580], [-0.293, -0.621, -0.333]],
  "total_energy_ev": -16209.477,
  "orbital_gap_ev": 8.048,
  "de_lowest_ev": 5.2986,
  "homo_ev": -7.176,
  "multiplicity": 1
}

Entry 2:
{
  "formula": "C39H70O23P2",
  "method": "the ωB97M-V functional and the def2-TZVPD basis",
  "species": ["H", "H", "H", "C", "H", "C", "H", "O", "C", "H", "H", "C", "H", "H", "H", "O", "H", "H", "C", "H", "H", "H", "H", "H", "H", "C", "C", "H", "H", "H", "H", "H", "H", "O", "C", "C", "H", "C", "H", "H", "H", "O", "H", "H", "H", "C", "C", "H", "H", "H", "H", "H", "C", "H", "O", "C", "O", "H", "H", "H", "C", "C", "H", "C", "C", "O", "O", "H", "O", "H", "O", "C", "H", "H", "C", "H", "P", "C", "C", "C", "H", "O", "H", "O", "O", "O", "H", "H", "H", "O", "H", "C", "H", "H", "C", "H", "H", "H", "P", "C", "O", "C", "H", "C", "C", "H", "H", "H", "O", "H", "C", "C", "C", "C", "C", "C", "C", "O", "H", "O", "O", "O", "H", "H", "H", "H", "C", "H", "O", "O", "H", "H", "C", "C"],
  "coordinates": [[1.908, 0.130, -3.684], [3.225, -7.693, -8.761], [2.738, 3.938, -1.736], [-5.052, -5.925, 7.502], [2.915, -2.053, -3.205], [0.602, 6.162, -1.930], [-0.782, -0.703, 9.134], [-3.499, -5.991, -3.329], [-1.582, -3.673, -4.105], [1.082, -2.257, 7.370], [1.385, 5.937, -2.654], [-1.675, 13.302, 0.426], [-1.186, 9.192, 1.747], [0.927, 0.121, 0.082], [-2.640, -3.446, -4.055], [-1.314, -0.778, 5.803], [-0.594, 0.649, 8.001], [0.287, -2.062, -0.977], [-0.827, -1.279, 7.053], [2.163, 6.663, 2.220], [-5.335, -3.287, 7.922], [-5.987, -6.684, -2.463], [-0.992, 6.944, -4.182], [0.522, 8.194, -2.661], [1.109, 4.782, 4.374], [-5.300, -8.042, -0.944], [-1.686, 9.820, 1.013], [4.534, 3.830, -1.940], [-1.267, -4.085, -3.151], [1.021, 4.566, 2.593], [3.314, 6.403, 3.615], [4.550, 2.919, 2.430], [0.755, -3.924, -5.408], [2.795, 3.865, 3.577], [-1.302, -4.637, -5.237], [1.204, -0.688, -3.357], [-5.967, -7.680, -0.159], [0.160, -4.835, -5.525], [-4.372, -8.342, -0.453], [2.153, -0.040, 3.565], [-4.935, -5.324, 6.597], [0.409, 7.697, 1.080], [4.776, -5.143, -8.012], [1.449, -2.954, 0.137], [4.521, -6.608, -7.035], [2.242, 6.308, 3.278], [1.085, -0.814, 0.697], [-6.101, -6.206, 7.602], [1.656, 6.990, 3.960], [-0.024, 11.161, 0.780], [-2.172, -0.078, 8.226], [-2.371, 11.836, 2.650], [-1.323, 7.221, -3.181], [1.337, -2.847, -2.658], [0.614, -1.845, 5.382], [3.718, 3.899, -1.177], [-1.178, -4.546, -8.620], [0.207, -1.002, 1.376], [-4.354, -7.824, -3.829], [1.808, -5.786, -8.029], [3.542, -6.666, -8.971], [2.473, -0.700, 1.426], [0.603, -5.629, -4.923], [-1.097, 11.211, 0.993], [-2.988, -3.696, 9.300], [-0.723, -1.226, 3.670], [-1.327, 13.353, 1.740], [1.254, 1.795, 1.324], [2.316, -1.639, -1.284], [5.946, 1.915, -0.867], [-1.778, -4.120, -6.486], [-5.050, -6.957, -1.966], [2.808, 4.376, 1.402], [1.223, -0.557, 6.864], [-0.497, -1.279, 4.838], [3.842, 4.847, -0.585], [3.188, 3.130, 2.036], [0.339, 7.372, -0.066], [1.864, 1.771, 2.258], [5.280, 1.498, -0.069], [-1.807, -5.587, -5.054], [-3.181, -4.858, 8.621], [-1.918, 8.134, -3.247], [-1.709, 12.017, -0.020], [5.798, -6.800, -8.666], [0.148, -5.192, -6.909], [5.113, 0.415, -0.315], [-0.629, 11.859, 3.010], [-2.755, 9.849, 1.247], [-4.174, -3.108, 9.608], [5.757, 1.592, 0.952], [1.950, -1.894, -2.641], [-1.065, -2.722, -4.263], [-1.594, 9.354, 0.033], [-1.376, 12.014, 2.232], [2.645, -4.711, -9.168], [3.320, -0.521, 0.718], [2.670, -1.705, 1.912], [3.620, 2.396, -0.038], [0.633, -1.473, 6.761], [-0.576, 7.854, -0.959], [-5.182, -3.803, 8.874], [-0.048, 5.288, -1.824], [-0.144, 7.425, -2.256], [-1.105, -0.302, 8.173], [-5.750, -8.921, -1.409], [1.657, -6.020, -9.782], [-6.121, -3.820, 9.426], [-3.289, -4.070, -2.156], [3.634, 0.579, 2.779], [4.645, -6.229, -8.049], [5.523, -6.900, -9.995], [1.729, 4.822, 3.430], [1.237, -1.979, -0.377], [-3.728, -5.171, -2.268], [2.536, 0.370, 2.587], [2.344, -5.745, -8.980], [-4.524, -5.779, -1.347], [1.288, 2.094, 3.172], [1.162, 6.465, -0.653], [-1.920, 14.254, -0.244], [4.206, -6.663, -10.240], [-3.141, -7.850, -2.528], [-1.328, -2.231, 7.252], [-1.988, 6.440, -2.803], [0.422, -0.207, -2.716], [-0.960, -4.613, -7.453], [-4.718, -5.777, 9.620], [-1.921, -3.252, 9.585], [6.328, -7.158, -10.832], [0.719, -1.121, -4.283], [-4.457, -6.829, 7.357], [-3.973, -7.287, -2.960], [-4.574, -5.169, 8.721]],
  "total_energy_ev": -107246.839,
  "orbital_gap_ev": 7.336,
  "smiles": "CCOCCCCC[PH2](OCC)P(C)C.C[C@@H]1COC(=O)O1.C[C@@H]1COC(=O)O1.C[C@@H]1COC(=O)O1.C[C@@H]1COC(=O)O1.C[C@@H]1COC(=O)O1.C[C@@H]1COC(=O)O1.C[C@@H]1COC(=O)O1",
  "homo_ev": -7.159,
  "multiplicity": 1
}

Entry 3:
{
  "formula": "C5H11O",
  "method": "the ωB97M-V functional and the def2-TZVPD basis",
  "species": ["C", "C", "C", "C", "H", "C", "H", "H", "H", "H", "O", "H", "H", "H", "H", "H", "H"],
  "coordinates": [[1.006, 1.329, -1.269], [-1.342, -1.369, 0.342], [0.452, 0.100, 1.455], [0.134, 0.010, -1.092], [-2.286, -1.428, -0.191], [-0.511, -0.104, 0.279], [1.356, 1.335, -2.325], [1.185, -0.741, 1.549], [1.936, 1.081, -0.633], [-0.687, -2.208, 0.112], [0.372, 2.392, -0.754], [-1.626, -1.532, 1.420], [-0.670, 0.149, -1.824], [1.116, 0.934, 1.231], [0.028, 0.214, 2.461], [-1.194, 0.724, 0.534], [0.731, -0.885, -1.296]],
  "total_energy_ev": -7410.057,
  "orbital_gap_ev": 6.232,
  "total_charge": -1,
  "smiles": "CC(C)CC[O-]",
  "de_lowest_ev": 0.3410,
  "homo_ev": -2.134,
  "multiplicity": 1
}

Entry 4:
{
  "formula": "C5H20N2O4",
  "method": "the ωB97M-V functional and the def2-TZVPD basis",
  "species": ["H", "H", "H", "H", "O", "H", "O", "N", "C", "H", "H", "C", "H", "H", "H", "H", "H", "H", "H", "O", "H", "C", "H", "C", "H", "O", "N", "H", "H", "C", "H"],
  "coordinates": [[-1.116, 1.579, 3.329], [-0.991, -1.292, 2.874], [1.393, -2.367, -0.848], [2.603, -2.406, 2.216], [-0.578, -0.505, -2.639], [-1.371, 1.917, -1.934], [3.239, -0.260, -2.038], [-1.488, -0.430, 2.972], [-0.773, 0.936, -0.041], [0.073, 0.878, 2.321], [0.646, 2.527, -0.156], [0.655, 1.432, -0.175], [2.678, -1.046, -2.006], [-2.482, -0.567, 2.800], [-1.855, 2.377, 0.990], [1.080, 0.811, -0.968], [-2.335, -0.786, -1.658], [-0.671, -0.196, -0.107], [1.188, -1.903, 2.646], [1.419, -1.457, -0.528], [-2.608, 0.865, 1.016], [-0.972, 0.786, 2.476], [-0.081, -0.990, -1.972], [-1.589, 1.289, 1.132], [3.184, -0.099, -1.086], [1.944, -1.717, 2.070], [-1.598, 1.176, -1.247], [1.499, -1.457, 0.457], [-2.374, 0.363, -3.022], [-1.824, 0.061, -2.125], [1.339, 1.172, 0.681]],
  "total_energy_ev": -16678.111,
  "orbital_gap_ev": 8.480,
  "smiles": "C[C@@H](CCN)NCO.O.O.O",
  "de_lowest_ev": 1.8480,
  "homo_ev": -8.641,
  "multiplicity": 1
}